2 unconnected molecules or ions with the total composition C4H9N2, computed with ωB97M-V with the def2-TZVPD basis set.

## Properties
- Orbital gap (alpha / beta): 4.73 / 9.78 eV
- HOMO energy (alpha / beta): -8.6 / -15.7 eV
- LUMO level (alpha / beta): -3.835 / -5.939 eV
- 2S+1: 3
- M: 85.1 u
- <S²>: 2.006
- Charge: +1
- ΔE to the lowest compared entry with this formula, charge and spin: 82.8 kcal/mol

XYZ file:
```
15
Properties=species:S:1:pos:R:3:forces:R:3
C -1.1868 -0.0688 0.0735 -1.02 -0.25 -0.34
C -3.7292 -0.3106 -0.0037 -1.31 0.35 0.83
C 2.6543 -0.0470 0.4728 -4.37 -14.99 -0.05
C 2.8711 1.1967 0.3736 1.19 14.68 -2.61
N -2.3362 -0.1634 0.0695 2.80 -0.13 -0.76
N 1.6119 -0.5958 -0.4790 1.54 3.84 3.13
H -0.0054 -0.1421 -0.1714 -0.26 -0.12 0.53
H -4.1237 -0.7938 -0.9091 0.71 0.37 0.03
H -3.9926 -0.9526 0.8391 -0.27 0.22 0.03
H 3.1802 -0.8330 0.9969 0.06 0.28 0.01
H -4.1265 0.7104 0.1368 -0.22 -0.64 -0.13
H 2.2580 1.7707 -0.3494 0.28 -0.42 0.40
H 3.5471 1.9037 0.8060 0.59 -0.57 0.63
H 1.6682 -1.5537 -0.5054 0.12 -2.72 -0.51
H 1.7097 -0.1206 -1.3502 0.17 0.10 -1.19
```
Positions in Å, forces in eV/Å.